Entry 1:
130
Properties=species:S:1:pos:R:3 method="wB97M-V/def2-TZVPD" lumo_energy_ev=0.4 homo_lumo_gap_ev=9.47 e_homo_ev=-9.1 total_charge=0 relative_energy_kj_mol=113.2
C -3.80920 -0.83650 5.14069
C -4.16676 -0.62373 3.68226
O -3.56289 -1.21734 2.83537
C -5.28177 0.34522 3.31649
H -2.72732 -0.84218 5.26877
H -4.16978 -1.83991 5.42135
H -4.26133 -0.12060 5.81117
H -6.20817 -0.19225 3.10014
H -5.00579 0.92319 2.43191
H -5.46848 1.04783 4.12693
C 6.37179 2.13127 1.25815
C 4.94285 2.01534 0.89446
O 4.43076 2.82793 0.28829
C 4.22990 0.81976 1.32529
H 6.71592 3.13734 0.97562
H 6.95138 1.44257 0.63165
H 6.56894 1.97744 2.30944
H 4.44266 0.62708 2.37640
H 4.53823 -0.04165 0.72164
H 3.16304 0.95052 1.16424
C 0.75810 2.37398 -4.62947
C 0.08894 3.35111 -5.50325
O -0.65507 4.11799 -5.05273
C 0.32731 3.31093 -6.95536
H 0.39812 1.37999 -4.94005
H 0.49799 2.58302 -3.60794
H 1.83997 2.36081 -4.79469
H 0.49995 2.28973 -7.31320
H 1.27824 3.84012 -7.15907
H -0.45020 3.82036 -7.50144
C 4.02999 -3.67043 0.33404
C 4.99965 -4.60585 0.98433
O 5.97104 -4.98510 0.41810
C 4.71705 -5.00950 2.39806
H 4.44734 -3.23689 -0.56105
H 3.62561 -2.93137 1.03400
H 3.13964 -4.26119 0.04357
H 5.22976 -5.93902 2.65106
H 3.64877 -5.17047 2.57781
H 5.07031 -4.22599 3.07549
C 1.57053 1.13129 4.57017
C 2.17268 0.21474 5.60422
O 1.78805 0.18554 6.69083
C 3.33366 -0.65229 5.15393
H 2.33078 1.52247 3.89620
H 1.07934 1.96088 5.06324
H 0.84624 0.55600 3.98595
H 3.10038 -1.16981 4.21980
H 3.63023 -1.37100 5.91272
H 4.18794 0.01046 4.94888
C -3.36316 2.74154 -2.89525
C -2.74188 1.60268 -3.60855
O -1.96818 0.88233 -3.10671
C -3.04142 1.46344 -5.07452
H -2.93641 2.88153 -1.90817
H -4.44452 2.58129 -2.83875
H -3.14936 3.65044 -3.47112
H -2.45687 2.17491 -5.65291
H -4.09869 1.60532 -5.31386
H -2.77192 0.44804 -5.35999
C -0.55718 -5.69901 -1.52282
C -1.74951 -4.82007 -1.14601
O -2.83899 -5.28254 -1.00421
C -1.53115 -3.34990 -0.98492
H -0.85476 -6.74190 -1.43170
H 0.33769 -5.53340 -0.93308
H -0.31769 -5.50742 -2.57910
H -1.41600 -2.83324 -1.95003
H -0.66062 -3.11924 -0.37583
H -2.38703 -2.88810 -0.48213
C 1.88247 -2.56313 -4.89320
C 1.94186 -3.19918 -3.55316
O 1.86977 -4.35709 -3.40298
C 2.25199 -2.32456 -2.39141
H 1.43365 -3.23193 -5.62061
H 2.87392 -2.23384 -5.19366
H 1.25283 -1.66475 -4.81302
H 3.33704 -2.19591 -2.30496
H 1.92209 -2.84195 -1.50221
H 1.82871 -1.32726 -2.50772
C -6.66355 0.25785 -1.14589
C -5.24021 0.34631 -0.71854
O -4.75063 1.34096 -0.36022
C -4.46193 -0.90409 -0.77400
H -6.72060 -0.37847 -2.03675
H -7.05155 1.24091 -1.39502
H -7.26441 -0.19913 -0.36226
H -5.07219 -1.79313 -0.56701
H -3.71237 -0.88686 0.01700
H -3.98850 -1.07665 -1.74203
C 2.39473 5.04250 -3.11695
C 1.56077 4.78082 -1.89193
O 0.45546 4.31370 -2.05984
C 2.15329 5.05512 -0.55036
H 1.74529 5.25663 -3.96201
H 2.93684 4.10902 -3.33249
H 3.14649 5.82854 -3.03633
H 2.37800 6.10760 -0.39999
H 3.06182 4.44923 -0.40029
H 1.45441 4.72707 0.22285
C -1.81442 2.87933 3.69247
C -0.93941 3.57799 2.64308
O 0.20171 3.90518 2.83967
C -1.62370 3.92474 1.38948
H -2.44103 2.10934 3.20754
H -2.46221 3.58816 4.18834
H -1.15534 2.38863 4.38799
H -1.01000 4.50706 0.71557
H -2.50333 4.53657 1.65141
H -2.03290 3.03855 0.89808
C -0.13085 -2.80851 3.16893
C -0.52450 -4.09843 2.59677
O -0.08731 -4.48315 1.56208
C -1.52996 -4.87746 3.32672
H 0.80306 -2.93497 3.73622
H -0.90228 -2.37791 3.79509
H 0.15005 -2.12590 2.36305
H -1.34851 -4.81548 4.40512
H -1.51222 -5.89945 2.97438
H -2.51321 -4.42962 3.15500
C 0.67249 1.65657 -0.42749
C 0.12490 0.64163 0.52534
O 0.75832 0.27503 1.45300
C -1.21103 0.08510 0.21426
H 0.03815 2.54107 -0.40774
H 0.64332 1.24157 -1.43643
H 1.68077 1.90650 -0.10730
H -1.09202 -0.45605 -0.73628
H -1.93747 0.88282 0.05439
H -1.50533 -0.62576 0.98145

Entry 2:
15
Properties=species:S:1:pos:R:3 method="wB97M-V/def2-TZVPD" lumo_energy_ev=0.4 homo_lumo_gap_ev=9.02 e_homo_ev=-8.6 total_charge=0 relative_energy_kj_mol=325.8
C 0.74259 0.39832 1.67125
C -0.07760 0.78142 0.39460
C -0.29082 0.07014 -0.69052
C 0.24640 -1.24298 -0.80847
H 0.32862 -0.31935 2.47043
H 1.69445 0.25819 1.15580
H 0.87259 1.28906 2.38981
H -0.81458 2.39618 -0.44715
H -0.17037 2.52176 1.24291
H -0.04839 -3.02401 -1.83102
H -1.60668 -2.02605 -2.18339
N -0.65979 1.92352 0.58503
N -0.14771 -2.01375 -2.02823
O 1.03097 -1.82747 -0.07313
Cl -1.09966 0.81505 -1.84793

Entry 3:
21
Properties=species:S:1:pos:R:3 method="wB97M-V/def2-TZVPD" lumo_energy_ev="-5.5 / -4.6" homo_lumo_gap_ev="6.38 / 7.49" e_homo_ev="-11.9 / -12.1" total_charge=+1 relative_energy_kj_mol=436.2
C 1.20317 -1.74595 2.33255
C 1.51766 -2.79678 3.20203
C 0.87099 1.59533 0.03182
C 0.24986 -0.40863 -0.72288
C 1.23211 -1.76175 0.96613
C 2.34429 -3.84076 2.92412
C 3.88128 -4.59321 1.13584
C -0.64361 1.38776 -2.11596
N 1.44733 0.66447 0.76682
N 2.89977 -4.30740 1.76912
N 0.15256 0.94185 -0.98162
N 1.07508 -0.52890 0.38810
F 2.40873 -4.75050 3.89725
F 4.07965 -4.98718 -0.04426
H 0.77177 -0.85460 2.81961
H 1.28707 -2.55822 4.25843
H 0.94354 2.62330 0.08803
H -0.34764 -1.23380 -1.03490
H 0.11394 1.12605 -2.95319
H -1.43483 0.72626 -2.18500
H -0.91858 2.47222 -2.12181

Entry 4:
19
Properties=species:S:1:pos:R:3 method="wB97M-V/def2-TZVPD" lumo_energy_ev=1.0 homo_lumo_gap_ev=8.59 e_homo_ev=-7.5 total_charge=0 relative_energy_kj_mol=220.7 smiles="C=C(CCN)NC"
C 0.79247 0.63787 1.33957
C -0.26402 -0.07456 0.86719
C 0.00483 -1.40628 0.16306
C 0.75995 -1.26391 -1.16765
N 2.02178 -0.57689 -1.13968
N -1.52559 0.44293 0.63485
C -1.80014 1.82706 0.29512
H 1.62620 -0.02403 1.47851
H 0.40223 1.63558 1.46609
H 0.53856 -2.02486 0.88948
H -0.92457 -1.91161 -0.10618
H 0.16843 -0.73614 -1.91638
H 0.95730 -2.29099 -1.48372
H 2.86786 -1.11116 -1.07925
H 2.16200 0.34375 -1.50229
H -2.34262 -0.12533 0.51931
H -2.43010 1.88636 -0.58556
H -2.14160 2.38160 1.17970
H -0.87297 2.39061 0.14784

Entry 5:
10
Properties=species:S:1:pos:R:3 method="wB97M-V/def2-TZVPD" lumo_energy_ev=-0.7 homo_lumo_gap_ev=10.41 e_homo_ev=-11.1 total_charge=0 relative_energy_kj_mol=157.5 smiles="[H]/N=C(/C=O)OC=O"
H -0.43075 1.95340 -1.54944
N -1.06741 1.27204 -1.13209
C -0.47340 0.52273 -0.31011
C -1.28162 -0.53848 0.39224
O -0.78274 -1.38903 1.08643
O 0.82823 0.66925 0.06798
C 1.63440 -0.41589 0.35783
O 2.57565 -0.28185 1.07140
H -2.36496 -0.46035 0.19783
H 1.36260 -1.33182 -0.18208

Entry 6:
52
Properties=species:S:1:pos:R:3 method="wB97M-V/def2-TZVPD" lumo_energy_ev="-7.8 / -6.8" homo_lumo_gap_ev="4.83 / 5.79" e_homo_ev="-12.6 / -12.6" total_charge=+2 spin_multiplicity=4 relative_energy_kj_mol=0.0
Cr -0.76859 -0.08514 1.01941
C 0.13094 -0.36308 3.79794
C -1.22339 0.31659 3.86075
N -2.07192 -0.06421 2.69803
C -2.85454 -1.32215 2.83746
C -2.00319 -2.57060 2.69242
S -0.91585 -2.46524 1.21803
C 0.73979 -2.74119 1.94426
C 1.55256 -1.45966 2.08033
N 0.69382 -0.28068 2.41841
H 0.05920 -1.41518 4.05780
H 0.82308 0.09185 4.50893
H -1.10130 1.40150 3.81477
H -1.72732 0.08539 4.80223
H -2.75272 0.68263 2.58406
H -3.61090 -1.29816 2.05025
H -3.38390 -1.33260 3.79426
H -2.65584 -3.43165 2.54996
H -1.40328 -2.77308 3.57550
H 1.25506 -3.42104 1.27052
H 0.58076 -3.25091 2.89252
H 2.05105 -1.23375 1.13960
H 2.31196 -1.57598 2.85878
H 1.28799 0.54566 2.34984
Br -0.49296 5.78656 0.48939
C -1.37595 4.17367 0.16389
C -2.51960 4.11723 -0.62365
C -3.12946 2.88998 -0.83262
C -2.57918 1.76486 -0.24753
N -1.47868 1.82197 0.51493
C -0.88198 2.99961 0.71412
H -2.91940 5.01798 -1.06844
H -4.01515 2.80275 -1.44480
H -3.02316 0.78575 -0.40923
H 0.01707 3.00985 1.31495
O 0.94322 -2.07046 -0.71485
C 0.83878 -0.95790 -1.20680
O 0.16781 0.00933 -0.53895
C 1.43978 -0.52895 -2.46664
C 1.35788 0.79310 -2.90138
C 1.94112 1.20129 -4.09746
C 2.59563 0.23151 -4.82452
O 3.23319 0.37527 -5.99660
C 3.72920 -0.92373 -6.35888
O 3.38311 -1.81934 -5.30068
C 2.68144 -1.09634 -4.39554
C 2.12020 -1.51235 -3.22281
H 0.82953 1.51821 -2.29958
H 1.88785 2.22134 -4.44451
H 4.81430 -0.87288 -6.45174
H 3.24023 -1.24248 -7.28084
H 2.18170 -2.53518 -2.88527

Entry 7:
59
Properties=species:S:1:pos:R:3 method="wB97M-V/def2-TZVPD" lumo_energy_ev=-11.9 homo_lumo_gap_ev=5.10 e_homo_ev=-17.0 total_charge=+3
C 0.42892 1.42772 0.53311
C 1.15798 1.79031 -0.62431
C 0.21610 2.01478 -1.69198
H 2.21700 2.03173 -0.66989
C -1.10361 1.74778 -1.18271
C -0.96860 1.41219 0.19863
H -1.78570 1.34428 0.90379
H 0.81803 1.38403 1.54850
H 0.44822 2.47314 -2.64924
H -2.03052 1.89763 -1.71135
Nb 0.01210 -0.10542 -1.07533
C -1.71734 -3.34458 -4.47040
H -1.16315 -2.44750 -4.79810
H -2.58378 -3.05442 -3.88431
H -1.05432 -4.05892 -3.95988
Si 0.37958 -0.14169 -3.50681
C 1.55133 -0.91441 -4.72097
C 2.44670 0.09602 -5.14173
H 2.40150 1.09202 -4.67660
C 3.30692 -0.16300 -6.21027
H 3.95198 0.64421 -6.55919
C 3.30674 -1.42499 -6.81107
H 3.98021 -1.61867 -7.64567
C 2.42325 -2.43011 -6.38097
H 2.42636 -3.41211 -6.86328
C 1.51474 -2.17463 -5.34974
H 0.76036 -2.91670 -5.06597
C -1.00649 0.40555 -4.66652
C -0.68574 0.57904 -6.03058
H 0.30814 0.29968 -6.38752
C -1.61114 1.08917 -6.93766
H -1.28872 1.25612 -7.96929
C -2.91760 1.35608 -6.51870
H -3.64100 1.74642 -7.23558
C -3.28390 1.10536 -5.19078
H -4.31928 1.26973 -4.87897
C -2.34826 0.62484 -4.26454
H -2.65110 0.42276 -3.22902
H 1.53207 -0.07479 -2.17074
H -2.11905 -3.93634 -5.31160
N 1.80336 -0.93890 0.33205
C 1.37973 -1.61594 1.53981
C 2.27475 -2.11355 2.47720
C 1.79314 -2.70067 3.66730
C 0.43165 -2.83273 3.89231
C -0.51446 -2.33403 2.96026
C -1.90642 -2.35054 3.15256
C -2.72822 -1.79155 2.19220
C -2.18327 -1.27555 1.01626
N -0.85840 -1.24794 0.79524
C -0.00852 -1.74415 1.75786
H 2.50759 -0.23182 0.58227
H 2.38486 -1.57816 -0.21497
H 3.34770 -2.06200 2.30606
H 2.48314 -3.06785 4.43086
H 0.04037 -3.30808 4.79356
H -2.29877 -2.79766 4.06388
H -3.80585 -1.74707 2.31395
H -2.82005 -0.85738 0.23029

Entry 8:
61
Properties=species:S:1:pos:R:3 method="wB97M-V/def2-TZVPD" lumo_energy_ev="-2.2 / -5.9" homo_lumo_gap_ev="7.98 / 6.28" e_homo_ev="-10.2 / -12.2" total_charge=+1 spin_multiplicity=3 relative_energy_kj_mol=0.0
Au -0.03844 0.06621 0.37974
C -4.10696 0.61966 -5.12785
Si -4.26572 1.19248 -3.35852
C -6.05276 1.43253 -2.87676
C -3.33052 2.78665 -3.12372
C -3.66274 -0.29940 -2.30834
C -4.40070 -1.47711 -2.49009
C -4.07522 -2.63291 -1.81338
C -2.99331 -2.60951 -0.92153
N -2.26716 -1.53696 -0.71195
C -2.58582 -0.40907 -1.40227
S -1.52154 0.93119 -1.15662
H -4.49206 1.39053 -5.79927
H -4.66850 -0.29576 -5.32178
H -3.06390 0.43777 -5.39456
H -6.48808 2.22566 -3.48910
H -6.15024 1.72963 -1.83095
H -6.65384 0.53461 -3.02893
H -3.80674 3.53757 -3.76042
H -2.28595 2.71371 -3.42811
H -3.36735 3.15479 -2.09789
H -5.24129 -1.48252 -3.17412
H -4.63591 -3.54643 -1.95583
H -2.71869 -3.49962 -0.36722
C 4.11818 2.54225 -0.96730
Si 2.27760 2.20358 -0.89343
C 1.53428 3.24749 0.47995
C 1.50514 2.66965 -2.53353
C 2.04682 0.38353 -0.51558
Si 2.13330 -1.01847 -1.76302
C 3.86582 -0.98742 -2.48149
C 0.90974 -0.87919 -3.17488
C 1.81658 -2.63741 -0.87033
H 4.31216 3.61018 -1.09079
H 4.58444 2.01827 -1.80344
H 4.61996 2.21866 -0.05235
H 1.69254 4.30748 0.26594
H 2.00656 3.04258 1.44468
H 0.45933 3.08955 0.59638
H 1.61702 3.74254 -2.70701
H 0.44026 2.43764 -2.59793
H 2.01078 2.15468 -3.35344
H 2.67210 0.09854 0.33951
H 3.99738 -0.08719 -3.08690
H 4.05460 -1.84924 -3.12520
H 4.62786 -0.97978 -1.69969
H 1.03110 0.04432 -3.74243
H -0.12940 -0.95013 -2.84771
H 1.08844 -1.71343 -3.85887
H 2.50281 -2.77827 -0.03193
H 1.94798 -3.48108 -1.55213
H 0.79429 -2.68166 -0.48278
N 1.86246 -0.66509 4.09591
C 0.89481 -1.63006 4.23519
C 0.15854 -1.58089 3.09621
N 0.67631 -0.60525 2.27232
C 1.70051 -0.06954 2.90508
H 2.57439 -0.43734 4.76969
H 0.81675 -2.24782 5.11113
H -0.69371 -2.16941 2.80774
H 2.31834 0.73124 2.53751

Entry 9:
19
Properties=species:S:1:pos:R:3 method="wB97M-V/def2-TZVPD" lumo_energy_ev=0.8 homo_lumo_gap_ev=9.27 e_homo_ev=-8.5 total_charge=0 relative_energy_kj_mol=222.4
C -1.16396 0.04708 0.00106
C 1.79848 0.89333 0.59253
C 0.11972 -0.08896 -0.83454
C 0.62270 -2.43440 0.49856
N -2.09933 0.80688 -0.80457
N -0.14602 -0.71952 -2.01067
O -1.00521 0.56182 1.30452
N 1.31243 0.28207 -0.61120
N 0.94278 -2.22144 1.59223
H -0.65229 1.45698 1.24510
H -1.58232 -0.95621 0.15349
H -1.74068 1.74390 -0.99291
H -2.99099 0.90205 -0.34746
H 0.59157 -0.74793 -2.68935
H -1.10485 -0.76753 -2.30796
H 1.22354 -1.94797 2.51292
H 1.63172 1.97719 0.56969
H 1.36178 0.48866 1.51436
H 2.88094 0.72401 0.61422

Entry 10:
62
Properties=species:S:1:pos:R:3 method="wB97M-V/def2-TZVPD" lumo_energy_ev=0.4 homo_lumo_gap_ev=8.83 e_homo_ev=-8.5 total_charge=0 relative_energy_kj_mol=103.5 smiles="CC1=CC[C@H](C(=O)N(C)CC[C@H](C)NC(=O)c2cn(CCN(C)C)nn2)CC1"
C -2.88431 5.42033 4.17667
C -2.91246 3.93745 3.95640
C -4.03522 3.28083 3.68942
C -4.12229 1.79817 3.46560
C -2.75204 1.15539 3.25551
C -2.88494 -0.34526 3.46813
O -3.17176 -0.76984 4.57789
N -2.69569 -1.19419 2.41382
C -2.79240 -2.62377 2.63963
C -2.32761 -0.79413 1.06802
C -0.82902 -0.56889 0.87337
C -0.51209 0.29200 -0.34552
C -0.90536 -0.37284 -1.65503
N 0.90410 0.61297 -0.38871
C 1.44032 1.59597 0.38651
O 0.76748 2.26106 1.14881
C 2.91516 1.76316 0.25211
C 3.85884 0.80721 -0.04852
N 5.02290 1.47605 0.02224
C 6.37703 0.98868 -0.18262
C 6.70372 -0.19118 0.71596
N 6.03992 -1.42264 0.31416
C 6.03875 -2.37920 1.40864
C 6.66253 -2.00786 -0.86053
N 4.81889 2.76082 0.33872
N 3.54812 2.93865 0.48577
C -1.74542 1.72450 4.25038
C -1.58913 3.22787 4.03676
H -2.18714 5.89449 3.48065
H -3.86862 5.86675 4.03533
H -2.54156 5.65599 5.18792
H -4.96797 3.83808 3.65084
H -4.59731 1.33613 4.33729
H -4.77062 1.58255 2.61090
H -2.39968 1.38856 2.24809
H -3.07362 -2.80723 3.67006
H -3.54779 -3.06118 1.98183
H -1.83369 -3.11385 2.44422
H -2.68051 -1.57297 0.39096
H -2.87798 0.10962 0.79087
H -0.43266 -0.05556 1.75214
H -0.30290 -1.52720 0.80264
H -1.05840 1.23448 -0.24535
H -1.97126 -0.59955 -1.66817
H -0.69475 0.27828 -2.50412
H -0.36666 -1.31522 -1.79201
H 1.47424 0.19380 -1.10345
H 3.82657 -0.24816 -0.24869
H 6.50872 0.74302 -1.23700
H 7.03315 1.82593 0.04319
H 7.80009 -0.32032 0.75147
H 6.38309 0.06135 1.72836
H 5.51237 -3.28470 1.10790
H 7.05868 -2.66154 1.71866
H 5.52164 -1.95877 2.27110
H 6.13735 -2.92252 -1.13368
H 6.60755 -1.33224 -1.71348
H 7.72309 -2.25759 -0.68695
H -2.10807 1.53011 5.26082
H -0.77259 1.24135 4.13249
H -1.02779 3.41872 3.11682
H -0.98592 3.65787 4.84227